1.
Molecular formula: C6H10N2O2S
Method: DFT, the ωB97M-V functional and the def2-TZVPD basis

Summary:
Orbital gap (alpha / beta)   0.260 / 0.260 Ha
E_HOMO (alpha / beta)   -0.276 / -0.276 hartree

The geometry in ORCA input format:
```
! wB97M-V def2-TZVPD RIJCOSX def2/J DEFGRID3
* xyz 0 1
C -1.328 0.752 1.157
C 0.533 0.292 -0.183
C -2.249 0.075 0.157
C -0.227 0.290 -1.452
C -1.544 -0.539 -1.026
C 2.570 1.220 0.720
N -0.082 0.707 0.959
N 1.874 0.557 -0.209
O 1.664 -1.524 1.788
O 1.126 -2.669 -0.405
S 0.690 -1.854 0.774
H -1.566 1.012 2.144
H -2.755 -0.685 0.844
H -3.062 0.776 -0.035
H -0.604 1.364 -1.648
H 0.212 -0.291 -2.357
H -1.173 -1.590 -0.830
H -2.189 -0.605 -1.852
H 3.608 1.052 0.728
H 2.030 1.789 1.422
H 2.473 -0.128 -0.695
*
```

=====

2.
Molecular formula: C6H10N2O3
Method: DFT, the ωB97M-V functional and the def2-TZVPD basis

Summary:
Orbital gap   0.307 Ha
Structure (SMILES)   CC(C)=C[N+](=O)[O-].CC#[N+][O-]
E_HOMO   -0.342 hartree

The geometry in ORCA input format:
```
! wB97M-V def2-TZVPD RIJCOSX def2/J DEFGRID3
* xyz 0 1
C -1.111 -1.825 0.019
C -0.600 0.987 -0.054
C 0.472 0.822 0.781
C -2.554 -1.836 0.195
C 0.418 0.612 2.223
C 1.817 0.685 0.069
N 0.005 -2.174 -0.008
N -1.968 1.192 0.207
O -2.763 1.383 -0.706
O -2.444 1.066 1.405
O 1.179 -2.489 0.107
H -0.441 0.979 -1.160
H -2.911 -2.827 0.449
H -2.997 -1.304 -0.727
H -2.678 -1.053 1.095
H -0.555 0.388 2.570
H 0.808 1.551 2.738
H 1.065 -0.257 2.495
H 1.589 1.038 -0.937
H 1.911 -0.418 -0.017
H 2.693 1.275 0.372
*
```

=====

3.
Molecular formula: C6H10N2O3S
Method: DFT, the ωB97M-V functional and the def2-TZVPD basis

Summary:
Orbital gap   0.255 Ha
E_HOMO   -0.248 hartree

The geometry in ORCA input format:
```
! wB97M-V def2-TZVPD RIJCOSX def2/J DEFGRID3
* xyz 0 1
C -0.466 2.191 0.791
C -0.088 0.879 -3.217
C -1.744 1.723 1.309
C -0.653 0.660 -0.809
C 0.243 -1.045 0.819
C 1.267 -2.088 0.892
N 0.061 1.623 -0.199
N 0.039 -0.650 -0.602
O -0.471 -0.195 -3.397
O 0.349 1.954 -3.281
O 2.460 -1.576 0.342
S -2.295 0.539 0.096
H 0.016 3.034 1.203
H -1.469 1.266 2.385
H -2.512 2.505 1.348
H 0.413 0.053 1.313
H -0.870 -1.230 1.094
H 1.460 -2.483 1.921
H 0.961 -2.988 0.326
H -0.510 -1.368 -1.140
H 0.964 -0.551 -0.978
H 2.844 -2.252 -0.215
*
```

=====

Computed molecular weight, in the same sequence as the records: 174.23 158.16 190.22 g/mol.
Computed calculated total energy, in the same sequence as the records: -24291.414 -15499.799 -26338.946 eV.